[1]
Molecular formula: C4H8CsO2S
Method: DFT, ωB97M-V/def2-TZVPD

Computed properties:
HOMO energy, eV: -13.82
Energy relative to the best compared isomer or geometry (same formula, charge and spin), eV: 0.120
Frontier orbital gap, eV: 10.31

```
! wB97M-V def2-TZVPD RIJCOSX def2/J DEFGRID3
* xyz 1 1
Cs -2.871 3.599 1.022
C -0.176 -1.118 0.798
C 0.336 -1.423 -0.598
C 0.111 -0.158 -1.427
S 0.339 1.206 -0.297
O -0.897 1.991 -0.277
O 1.566 1.888 -0.538
C 0.410 0.240 1.205
H 0.098 -1.897 1.511
H -1.269 -1.122 0.844
H -0.154 -2.272 -1.071
H 1.400 -1.670 -0.563
H -0.924 -0.116 -1.766
H 0.761 -0.006 -2.285
H -0.186 0.738 1.963
H 1.455 0.119 1.480
*
```

[2]
Molecular formula: C4H8F12O16PtS4
Method: DFT, ωB97M-V/def2-TZVPD

Computed properties:
HOMO energy (spin up / spin down), eV: -6.19 / -6.03
Expectation value of S²: 3.756
Frontier orbital gap (spin up / spin down), eV: 6.83 / 4.63

```
! wB97M-V def2-TZVPD RIJCOSX def2/J DEFGRID3
* xyz -1 4
Pt -0.724 -0.799 -0.010
C -2.676 2.563 -1.879
F -1.754 3.278 -1.344
F -3.477 2.104 -0.942
F -3.437 3.378 -2.599
S -1.809 1.065 -2.815
O -1.570 0.007 -1.813
O -2.685 0.635 -3.932
O -0.593 1.599 -3.385
C 0.757 3.566 1.210
F 1.287 4.736 0.876
F 1.273 3.115 2.330
F -0.549 3.548 1.417
S 1.178 2.287 -0.270
O 1.085 3.033 -1.571
O 2.545 1.869 0.058
O 0.218 1.216 -0.213
C 2.772 -1.976 -3.176
F 3.870 -1.709 -3.949
F 1.731 -2.285 -3.963
F 3.159 -3.075 -2.514
S 2.253 -0.628 -2.067
O 3.408 -0.465 -1.165
O 1.924 0.612 -2.823
O 1.035 -1.111 -1.339
C 1.553 -0.299 3.792
F 0.282 -0.673 4.115
F 1.586 1.032 3.552
F 2.388 -0.742 4.763
S 2.027 -1.220 2.139
O 0.806 -1.136 1.274
O 3.148 -0.428 1.608
O 2.380 -2.578 2.488
O -0.680 -3.099 -0.223
H -1.503 -3.518 0.031
H -0.102 -3.826 -0.456
O -1.761 -2.111 2.423
H -2.316 -2.027 3.199
H -1.153 -2.818 2.638
O -1.689 0.454 1.411
H -1.802 1.380 1.624
H -1.850 -0.003 2.237
O -3.173 -1.477 -0.334
H -3.303 -2.298 0.141
H -4.058 -1.178 -0.544
*
```

[3]
Molecular formula: C4H8F2
Method: DFT, ωB97M-V/def2-TZVPD

Computed properties:
HOMO energy, eV: -10.36
Energy relative to the best compared isomer or geometry (same formula, charge and spin), eV: 8.291
Frontier orbital gap, eV: 10.50

```
! wB97M-V def2-TZVPD RIJCOSX def2/J DEFGRID3
* xyz 0 1
C 0.279 -0.999 0.967
C -0.610 -0.087 -0.055
C -0.371 1.334 0.476
C 0.264 -0.128 -1.333
H -1.124 -1.713 1.560
H 1.311 -2.024 0.350
H 1.108 -0.010 1.825
H -1.554 -0.464 -0.493
H -0.813 1.498 1.502
H -0.729 2.273 -0.257
H 0.684 1.414 0.717
H 0.063 0.487 -2.353
F 1.595 -0.199 -0.954
F -0.104 -1.382 -1.952
*
```

[4]
Molecular formula: C4H8F2
Method: DFT, ωB97M-V/def2-TZVPD

Computed properties:
HOMO energy, eV: -11.30
Energy relative to the best compared isomer or geometry (same formula, charge and spin), eV: 1.307
SMILES: CCC(C)(F)F
Frontier orbital gap, eV: 12.29

```
! wB97M-V def2-TZVPD RIJCOSX def2/J DEFGRID3
* xyz 0 1
C -1.622 -0.067 0.239
C -0.434 -0.913 -0.119
C 0.863 -0.300 0.281
C 1.273 0.994 -0.317
H -1.799 0.747 -0.436
H -1.828 0.088 1.321
H -2.481 -0.702 -0.083
H -0.350 -0.992 -1.238
H -0.283 -1.772 0.453
H 1.183 1.037 -1.290
H 2.343 1.360 -0.199
H 0.513 1.752 -0.202
F 1.797 -1.274 0.003
F 0.824 0.042 1.585
*
```

[5]
Molecular formula: C4H8F2N
Method: DFT, ωB97M-V/def2-TZVPD

Computed properties:
HOMO energy (spin up / spin down), eV: -13.27 / -13.27
Energy relative to the best compared isomer or geometry (same formula, charge and spin), eV: 4.472
SMILES: C[NH+](C)C=C(F)F
Frontier orbital gap (spin up / spin down), eV: 8.93 / 8.93

```
! wB97M-V def2-TZVPD RIJCOSX def2/J DEFGRID3
* xyz 1 1
C -0.194 1.072 0.409
C -0.444 1.100 2.180
C -0.613 -1.316 -0.257
C 0.874 0.226 -1.494
N 0.442 -0.141 -0.208
F -1.037 2.039 2.769
F 0.133 0.154 2.847
H -0.986 1.562 -0.058
H -1.572 -1.025 -0.656
H -0.126 -2.046 -0.902
H -0.718 -1.783 0.708
H 1.697 0.768 -1.474
H 1.276 -0.630 -2.022
H 0.053 0.490 -2.201
H 1.216 -0.469 0.358
*
```

[6]
Molecular formula: C4H8FN
Method: DFT, ωB97M-V/def2-TZVPD

Computed properties:
HOMO energy, eV: -9.09
Energy relative to the best compared isomer or geometry (same formula, charge and spin), eV: 3.298
SMILES: FCCN1CC1
Frontier orbital gap, eV: 10.19

```
! wB97M-V def2-TZVPD RIJCOSX def2/J DEFGRID3
* xyz 0 1
C 1.118 -1.045 -0.199
C 0.678 0.292 0.451
C -1.492 1.310 0.933
C -1.777 -0.027 0.193
H 0.243 -1.743 -0.317
H 1.888 -1.442 0.395
H 0.516 -0.037 1.525
H 1.687 1.014 0.283
H -1.507 1.513 1.979
H -1.806 2.260 0.654
H -2.379 -0.056 -0.644
H -1.855 -1.096 0.756
N -0.596 0.616 -0.013
F 1.803 -0.878 -1.423
*
```

[7]
Molecular formula: C4H8FNO
Method: DFT, ωB97M-V/def2-TZVPD

Computed properties:
HOMO energy (spin up / spin down), eV: -9.23 / -9.24
Energy relative to the best compared isomer or geometry (same formula, charge and spin), eV: 4.905
Frontier orbital gap (spin up / spin down), eV: 8.76 / 8.76

```
! wB97M-V def2-TZVPD RIJCOSX def2/J DEFGRID3
* xyz 0 1
C -0.153 -1.404 -0.104
C -1.714 0.510 -0.636
C 1.274 0.564 1.194
C -0.460 -0.273 -0.883
N 1.217 0.700 -0.123
O -0.429 -1.597 1.080
F 2.293 -0.005 -0.734
H 0.455 -1.988 -0.691
H -1.815 0.954 0.343
H -1.839 1.335 -1.350
H -2.504 -0.194 -0.919
H 2.291 0.902 1.648
H 0.587 1.390 1.539
H 1.027 -0.426 1.545
H -0.231 -0.468 -1.908
*
```

[8]
Molecular formula: C4H8FNO
Method: DFT, ωB97M-V/def2-TZVPD

Computed properties:
HOMO energy, eV: -10.42
Energy relative to the best compared isomer or geometry (same formula, charge and spin), eV: 1.997
Frontier orbital gap, eV: 11.34

```
! wB97M-V def2-TZVPD RIJCOSX def2/J DEFGRID3
* xyz 0 1
C 1.052 -0.451 -0.307
C -0.299 -0.109 -0.806
C 1.533 -1.634 0.497
C -1.327 1.688 0.427
N -0.851 1.139 -0.867
O 0.539 -0.577 -1.709
F -1.575 -1.164 -0.401
H 1.646 0.460 -0.163
H 0.694 -2.285 0.818
H 1.996 -1.428 1.529
H 2.273 -2.250 -0.018
H -2.307 1.390 0.835
H -0.557 1.429 1.195
H -1.221 2.795 0.502
H -1.598 0.998 -1.532
*
```

[9]
Molecular formula: C4H8FNO
Method: DFT, ωB97M-V/def2-TZVPD

Computed properties:
HOMO energy, eV: -9.31
Energy relative to the best compared isomer or geometry (same formula, charge and spin), eV: 0.967
SMILES: NC/C(F)=C\CO
Frontier orbital gap, eV: 10.06

```
! wB97M-V def2-TZVPD RIJCOSX def2/J DEFGRID3
* xyz 0 1
C -1.081 1.069 0.384
C -1.200 -0.432 0.053
C -0.198 -1.274 -0.305
C 1.275 -0.954 -0.285
H -0.316 1.744 -1.411
H 0.810 1.415 -0.270
H -2.098 1.496 0.383
H -0.766 1.205 1.430
H -0.501 -2.224 -0.696
H 1.675 -0.586 -1.243
H 1.740 -1.933 -0.088
H 1.424 -0.381 1.549
N -0.097 1.832 -0.437
O 1.785 -0.064 0.704
F -2.453 -0.913 0.233
*
```

[10]
Molecular formula: C4H8FNO
Method: DFT, ωB97M-V/def2-TZVPD

Computed properties:
HOMO energy (spin up / spin down), eV: -8.67 / -9.76
Energy relative to the best compared isomer or geometry (same formula, charge and spin), eV: 5.007
Frontier orbital gap (spin up / spin down), eV: 8.28 / 9.04

```
! wB97M-V def2-TZVPD RIJCOSX def2/J DEFGRID3
* xyz 0 1
C 1.326 0.489 -0.218
C -0.839 -0.307 -1.313
C 0.027 -1.402 0.832
C 0.113 -0.323 -0.185
N -0.657 1.571 0.852
O 1.495 1.302 -1.097
F -0.104 1.790 2.094
H 2.026 0.598 0.634
H -1.395 0.624 -1.242
H -1.599 -1.118 -1.368
H -0.249 -0.309 -2.302
H 0.403 -2.378 0.297
H -1.082 -1.611 1.083
H 0.704 -1.109 1.785
H -0.168 2.183 0.149
*
```

[11]
Molecular formula: C4H8FNS
Method: DFT, ωB97M-V/def2-TZVPD

Computed properties:
HOMO energy (spin up / spin down), eV: -8.66 / -8.66
Energy relative to the best compared isomer or geometry (same formula, charge and spin), eV: 3.033
Frontier orbital gap (spin up / spin down), eV: 6.75 / 6.74

```
! wB97M-V def2-TZVPD RIJCOSX def2/J DEFGRID3
* xyz 0 1
C 1.048 -0.208 0.743
C -0.025 -1.261 0.468
C 0.187 1.056 0.848
C -1.055 -0.461 -0.351
N -0.882 0.917 -0.072
F -0.198 0.581 -3.199
S 0.306 1.882 -2.309
H 1.634 -0.403 1.638
H 1.720 -0.116 -0.113
H 0.350 -2.132 -0.062
H -0.476 -1.588 1.409
H -0.284 1.095 1.845
H 0.716 1.998 0.711
H -0.941 -0.637 -1.427
H -2.097 -0.722 -0.128
*
```

[12]
Molecular formula: C4H8FNS
Method: DFT, ωB97M-V/def2-TZVPD

Computed properties:
HOMO energy (spin up / spin down), eV: -7.99 / -7.99
Energy relative to the best compared isomer or geometry (same formula, charge and spin), eV: 4.707
Frontier orbital gap (spin up / spin down), eV: 5.72 / 5.71

```
! wB97M-V def2-TZVPD RIJCOSX def2/J DEFGRID3
* xyz 0 1
C 1.220 0.852 0.074
C 0.969 -0.347 -0.926
C -0.116 0.728 0.870
C 0.086 -1.324 0.024
N -0.577 -0.546 0.999
F -3.046 0.835 -0.430
S -3.424 -0.640 0.218
H 2.222 0.748 0.612
H 1.078 1.865 -0.459
H 0.433 0.071 -1.767
H 1.833 -0.879 -1.190
H -0.096 1.427 1.713
H -0.703 1.127 0.027
H -0.547 -2.046 -0.453
H 0.668 -1.872 0.688
*
```